No. 1
Computed, not measured: 15 unconnected molecules or ions with the total composition C45H120O45S15 in a non-equilibrium geometry, with ωB97M-V/def2-TZVPD.

Geometry as XYZ:
```
225
Properties=species:S:1:pos:R:3
S -6.617 0.012 2.952
S 1.871 2.857 3.362
S 0.849 -6.172 6.077
S 4.811 3.216 -6.395
S -3.316 -2.815 4.365
S -0.041 -1.689 -6.391
S -3.242 -1.726 -1.986
S -2.942 2.330 4.195
S -0.556 -5.597 1.500
S 2.184 5.315 -1.467
S 5.477 -0.949 -1.975
S -0.940 3.085 -3.873
S -0.176 -0.999 1.044
S 3.768 -2.578 1.748
S -3.914 3.340 -0.098
O -3.349 -1.853 3.291
O -3.744 -1.936 -3.477
O 0.653 -6.142 0.647
O -0.642 4.500 -3.988
O 1.438 4.924 -0.324
O -1.606 1.854 4.784
O -6.411 1.299 3.551
O -2.461 3.037 -4.273
O -2.842 3.735 4.023
O 3.146 -2.522 0.461
O -2.686 3.922 0.451
O -0.990 -6.739 2.288
O 3.213 3.249 2.748
O -1.578 -5.015 0.694
O 0.223 -0.714 -7.406
O -0.445 -2.126 0.193
O -0.276 2.124 -4.702
O 1.794 1.425 3.273
O 4.471 4.740 -6.598
O 5.575 -0.384 -0.634
O 0.421 -1.244 2.305
O -3.264 1.569 3.020
O -2.304 -0.656 -2.036
O -7.931 0.153 2.085
O 4.865 2.597 -7.713
O 3.092 -3.336 2.725
O 4.205 -1.055 -2.583
O -4.379 -1.563 -1.162
O 5.141 -3.162 1.620
O 6.022 3.172 -5.662
O 0.822 0.003 0.380
O 3.449 6.010 -0.978
O -0.539 -2.986 -6.792
O -3.887 1.938 -0.393
O 2.630 4.317 -2.388
O -3.444 -4.279 3.842
O 0.956 -4.602 5.648
O -4.253 4.091 -1.444
O 1.237 -1.815 -5.611
O -2.118 -2.857 5.145
O 1.715 -7.009 5.243
O 6.361 -0.233 -2.996
O -6.763 -1.130 3.814
O 1.889 3.510 4.597
O 0.981 -6.212 7.512
C 0.547 3.550 2.519
C 1.414 -0.175 -0.992
C -4.061 5.590 -1.552
C -4.094 -4.647 2.568
C 1.291 -5.253 -0.405
C 4.163 6.976 -5.817
C -9.920 -0.462 0.908
C 6.806 -4.478 2.864
C 3.800 6.410 1.359
C 5.155 2.333 1.608
C -0.984 2.768 -2.241
C 5.952 -3.219 2.855
C -1.145 -0.999 -5.272
C -4.089 2.091 5.481
C 1.197 -2.765 -3.367
C 2.384 -4.051 5.624
C -5.410 -0.321 1.719
C -3.281 1.859 -3.895
C 1.517 -3.032 -4.801
C -4.715 -2.614 5.396
C 7.686 0.387 -2.757
C 3.677 2.715 1.468
C -2.410 -3.239 -1.742
C 3.982 -0.970 2.224
C 1.273 6.457 -2.452
C 2.317 -2.562 5.735
C -4.689 2.212 -4.527
C -5.270 3.701 0.975
C 5.054 5.816 -5.719
C 2.440 0.957 -1.227
C 0.224 -4.408 2.503
C -1.550 0.048 1.193
C 2.734 -5.728 -0.542
C -0.102 -0.053 5.429
C -5.109 -2.223 -3.923
C 3.318 7.028 0.056
C 6.250 -2.555 -1.796
C 3.454 2.731 -5.468
C -4.277 5.958 -3.016
C -4.071 -6.183 2.565
C -5.228 -1.785 -5.378
C 8.132 1.244 -3.916
C -1.490 0.359 4.962
C -0.865 -6.366 5.570
C -8.684 -1.068 1.523
H -1.917 0.405 0.242
H -5.301 -3.295 -3.642
H 0.692 -5.524 -1.282
H -5.148 -4.298 2.555
H 3.132 -5.700 0.471
H 5.438 1.836 2.534
H -1.636 -3.327 -2.509
H -3.162 -4.064 -1.814
H 8.051 0.714 -4.856
H 1.445 -3.680 -2.814
H -3.532 -4.179 1.759
H -0.694 -0.111 -4.848
H 2.544 3.282 -5.735
H -6.159 3.439 0.451
H 4.124 7.468 -6.776
H 5.209 -3.182 3.662
H 0.587 -0.151 -1.680
H 3.282 -5.073 -1.174
H 0.473 5.863 -2.977
H -1.460 3.590 -1.716
H -5.214 4.765 1.264
H 4.891 6.326 1.351
H 3.365 -2.199 5.736
H -4.264 -6.576 3.540
H -1.764 -0.038 4.015
H 6.632 -2.362 2.926
H -2.020 -0.814 -5.838
H -10.559 -1.290 0.482
H 1.794 -1.931 -3.011
H -4.524 -0.203 2.296
H -1.248 -7.262 6.051
H 1.800 -2.170 4.843
H -5.316 1.303 -4.577
H -4.733 -2.393 -6.124
H -3.461 5.634 -3.634
H -5.486 -1.327 1.312
H 7.041 -4.594 3.944
H 0.157 -2.543 -3.102
H -4.062 1.096 5.897
H 3.170 6.669 -5.466
H -5.094 3.128 1.869
H -4.686 -6.594 1.757
H 0.219 0.685 6.175
H 0.612 -3.560 1.916
H 2.848 -6.732 -0.982
H -1.407 0.853 1.914
H -4.604 -3.436 6.136
H 3.617 7.141 2.147
H 5.976 6.011 -6.221
H -4.786 -0.788 -5.326
H -2.018 -3.192 -0.716
H -3.827 2.813 6.220
H -10.520 0.089 1.604
H 5.215 5.508 -4.689
H -2.819 0.991 -4.360
H -4.202 7.023 -3.090
H 5.634 -3.071 -1.051
H -4.478 2.593 -5.521
H 1.077 -3.856 -5.378
H -1.482 1.821 -1.912
H 2.278 7.429 0.105
H 0.992 -4.926 3.122
H -5.680 -2.735 4.845
H 0.737 7.195 -1.879
H 3.263 0.862 -0.549
H 0.468 3.228 1.491
H -0.243 -1.080 5.864
H -3.320 1.821 -2.802
H 1.961 -1.121 -1.051
H -5.202 2.934 -3.906
H -2.348 -0.540 1.651
H 2.963 -0.567 2.222
H 2.890 0.904 -2.238
H -5.335 5.687 -3.253
H 3.541 2.964 -4.405
H 3.103 1.806 1.259
H -1.402 -5.485 5.913
H 1.839 -2.260 6.668
H -5.820 -1.681 -3.256
H 4.603 -0.401 1.540
H -4.678 -1.574 5.717
H 4.554 7.743 -5.095
H 0.056 2.684 -1.989
H 1.934 6.766 -3.258
H 1.157 -4.193 -0.186
H -0.757 -6.435 4.504
H -0.368 3.310 3.113
H -5.495 0.500 0.989
H 5.427 1.699 0.766
H -0.511 -4.052 3.193
H 2.579 -3.173 -4.963
H 6.145 -3.080 -2.728
H -5.007 2.427 4.995
H 5.755 3.253 1.594
H 0.652 4.654 2.474
H 7.462 2.088 -4.032
H 4.428 -0.909 3.223
H 2.789 -4.521 6.541
H 9.104 1.693 -3.796
H -6.290 -1.696 -5.553
H 7.249 -2.511 -1.438
H 3.982 7.798 -0.286
H -3.080 5.844 -1.163
H -4.886 5.990 -0.989
H -8.126 -1.632 0.789
H 0.562 -0.121 4.584
H -2.187 0.221 5.782
H 1.939 1.942 -1.052
H 2.883 -4.438 4.735
H -9.622 0.204 0.140
H 3.240 5.526 1.683
H 3.193 1.689 -5.686
H -1.292 -1.763 -4.512
H 6.348 -5.406 2.484
H 7.699 -4.233 2.328
H 3.562 3.469 0.689
H 8.359 -0.470 -2.625
H -3.042 -6.498 2.308
H 7.633 0.956 -1.852
H -9.001 -1.569 2.451
```

**Total charge**: 0
**Orbital gap**: 10.2 eV
**ΔE to the lowest compared entry with this formula, charge and spin**: 0.0000 eV
**Highest occupied orbital energy**: -10.15 eV
**LUMO energy**: 0.06 eV

No. 2
Computed, not measured: a molecular structure, C20H44AlBrLiO2P in a non-equilibrium geometry, with ωB97M-V/def2-TZVPD.

Geometry as XYZ:
```
70
Properties=species:S:1:pos:R:3
Br 5.063 -3.301 1.034
P 0.131 -2.643 -0.848
Al 1.931 -2.235 0.669
O -0.142 -4.110 -1.074
O -5.808 0.578 -1.262
C 3.127 1.982 1.422
C 2.943 0.609 0.740
C -3.554 0.950 -0.629
C 0.119 2.551 -1.148
C 0.692 -2.958 3.322
C 1.950 -0.349 1.436
C -3.604 2.489 -0.473
C -6.756 -0.299 -1.891
C 2.474 3.200 0.766
C 3.660 -2.794 -0.257
C -2.414 3.154 -1.183
C 1.256 3.568 -1.423
C -4.494 0.416 -1.700
C -0.785 -2.807 2.916
C -1.090 3.183 -0.405
C 4.308 -1.844 -1.271
C -1.615 -4.034 3.296
C 2.600 3.259 -0.772
C 3.323 -1.232 -2.273
C 1.573 -3.522 2.200
Li -3.491 2.339 -2.983
H 0.469 1.696 -0.569
H 2.554 -3.748 2.630
H -1.253 2.620 0.516
H 2.343 -1.022 -1.847
H -2.232 2.607 -2.118
H -4.371 0.972 -2.673
H -6.423 -0.575 -2.893
H -4.256 -0.629 -1.914
H -1.023 -1.997 -0.318
H -3.869 0.493 0.306
H 0.937 4.516 -0.986
H -0.815 -2.663 1.835
H 1.377 3.742 -2.494
H 0.264 -1.991 -2.121
H -0.216 2.147 -2.108
H 3.212 -1.860 -3.156
H 4.889 -1.066 -0.776
H 5.043 -2.415 -1.852
H 2.980 4.077 1.178
H -2.673 4.181 -1.466
H 3.438 -3.718 -0.796
H 3.253 4.085 -1.060
H -7.708 0.223 -1.936
H -3.601 2.736 0.585
H -1.941 -3.937 4.335
H -2.513 -4.133 2.685
H -2.524 0.659 -0.846
H -0.866 4.202 -0.107
H 0.736 -3.648 4.177
H 1.425 3.313 1.049
H -1.206 -1.928 3.411
H 1.087 -2.012 3.700
H -6.868 -1.214 -1.309
H -4.551 2.873 -0.874
H 1.170 -4.468 1.825
H -1.033 -4.953 3.227
H 4.194 2.169 1.560
H 0.938 0.084 1.362
H 2.195 -0.371 2.501
H 3.726 -0.277 -2.624
H 2.711 1.899 2.430
H 3.057 2.353 -1.167
H 3.917 0.121 0.791
H 2.630 0.708 -0.301
```

**Total charge**: 0
**Orbital gap**: 4.3 eV
**Highest occupied orbital energy**: -6.85 eV
**LUMO energy**: -2.55 eV

No. 3
Computed, not measured: 8 unconnected molecules or ions with the total composition C29H71O26P5 in a non-equilibrium geometry, with ωB97M-V/def2-TZVPD.

Geometry as XYZ:
```
131
Properties=species:S:1:pos:R:3
P -2.917 0.499 7.085
P -6.260 -3.199 0.911
P 1.826 3.887 2.608
P 4.687 -0.881 -2.001
P 0.000 -0.632 -6.033
O -1.236 -0.856 0.981
O 2.727 3.922 -3.333
O -5.607 -3.703 -0.293
O 2.986 4.202 1.684
O 0.606 4.966 2.467
O 3.914 -1.941 -2.965
O 1.124 2.398 2.474
O -5.607 -3.813 2.286
O -0.775 -6.036 0.209
O -1.494 -1.102 -5.964
O 5.115 0.339 -2.733
O -7.848 -3.475 1.017
O 5.752 -1.719 -1.128
O -0.043 3.202 -2.564
O 5.495 5.088 -3.296
O -1.586 0.232 8.022
O 3.549 -0.696 -0.822
O -0.294 -3.253 0.516
O 0.682 -2.096 -5.968
O -3.882 -0.646 7.025
O -3.535 1.874 7.703
O -6.109 -1.529 1.039
O 0.252 -0.069 -7.538
O 2.143 4.132 4.207
O 0.362 0.344 -4.915
O -2.418 1.003 5.633
C -0.916 -5.213 -0.930
C -0.537 -7.460 -0.048
C -0.362 2.208 -1.633
C -1.295 2.381 -0.719
C 3.417 0.536 -0.086
C 4.520 5.361 -2.352
C 0.131 2.034 3.440
C 0.018 -0.089 -0.982
C -0.068 -3.958 -0.680
C 3.340 3.729 4.719
C 6.351 6.130 -3.620
C 3.711 4.010 -2.324
C -8.362 -4.697 0.670
C 2.754 -1.417 -3.659
C -1.455 1.407 0.249
C -5.936 -3.187 3.528
C -4.376 1.910 8.870
C 0.563 -3.602 1.633
C 1.242 1.000 -7.637
C -2.090 -1.429 -4.712
C -0.846 0.149 0.126
C 0.083 5.169 1.080
C 0.264 -3.123 -6.949
C -3.322 1.736 4.773
C 7.116 -2.028 -1.578
C -4.897 -0.942 1.611
C 3.207 3.496 -4.540
C -0.847 -0.903 7.920
C 0.368 1.030 -1.722
H 4.430 3.220 -2.542
H 7.475 -1.564 -2.496
H 3.848 6.185 -2.590
H -7.838 -5.537 1.126
H -1.948 3.232 -0.593
H 0.972 -4.194 -0.905
H 0.665 2.910 -3.142
H -4.717 0.095 1.329
H 4.030 4.543 4.943
H -1.945 -4.854 -0.959
H -0.073 -2.772 -7.925
H 3.819 4.197 -5.107
H 0.787 4.953 0.276
H -3.188 1.458 3.727
H -0.457 -3.864 -6.602
H 4.118 0.445 0.743
H -0.426 6.133 1.084
H -6.555 -3.760 4.219
H -0.063 -7.556 -1.025
H 2.060 0.667 -8.275
H -0.701 -5.646 -1.907
H -9.286 -4.782 1.243
H 1.853 -1.764 -3.153
H 2.408 3.128 -5.183
H 5.002 5.566 -1.396
H -2.264 1.567 0.947
H -4.055 -1.456 1.148
H 0.071 -7.939 0.721
H 1.154 -3.749 -6.899
H 0.370 -4.656 1.835
H -4.340 1.511 5.091
H -1.063 -1.300 8.912
H 3.714 1.398 -0.683
H -4.386 2.864 9.396
H -2.916 -0.738 -4.545
H -0.833 1.905 2.947
H -0.808 4.549 0.981
H 2.681 -0.332 -3.736
H 3.861 3.060 4.034
H -0.794 -1.691 0.811
H 2.578 -1.782 -4.671
H 3.176 3.109 5.600
H -1.386 -1.384 -3.880
H -1.276 -1.682 7.290
H 7.122 -3.118 -1.591
H -3.227 2.818 4.678
H 1.592 -3.333 1.398
H 7.379 5.771 -3.564
H -6.370 -2.190 3.450
H -0.292 -3.221 -1.450
H 1.195 0.921 -2.407
H 0.232 -0.822 8.049
H 0.278 1.080 3.946
H 3.905 2.679 -4.356
H 0.522 -1.021 -1.189
H -1.366 -8.162 -0.133
H -4.799 -0.895 2.696
H -5.010 -3.005 4.075
H -5.438 1.754 8.676
H 6.266 6.155 -4.706
H 3.242 3.777 -1.368
H 2.415 0.633 0.332
H -4.300 1.085 9.578
H 0.816 1.902 -8.077
H 1.700 1.283 -6.689
H 7.783 -1.826 -0.740
H 0.067 -3.143 2.489
H -8.444 -4.902 -0.397
H 6.282 7.032 -3.012
H -2.633 -2.357 -4.889
H -0.060 2.735 4.253
```

**Total charge**: 0
**Orbital gap**: 7.9 eV
**SMILES**: COP(=O)(OC)OC.COP(=O)(OC)OC.COP(=O)(OC)OC.COP(=O)(OC)OC.COP(=O)(OC)OC.Oc1ccc(O)cc1.COCCOC.COCCOC
**ΔE to the lowest compared entry with this formula, charge and spin**: 0.4440 eV
**Highest occupied orbital energy**: -7.38 eV
**LUMO energy**: 0.54 eV

Calculated values (Eh) of electronic energy for the records, taken in order: -11144.98023; -4104.14064; -4810.75943.